No. 1
Molecular formula: C2H8N3O2
Method: DFT, wB97M-V/def2-TZVPD

Properties
- HOMO energy (spin up / spin down): -0.5337 / -0.5478 hartree
- ΔE to the lowest compared entry with this formula, charge and spin: 9.464 eV
- Net charge: +1
- Energy: -10754.19952 eV

CARTESIAN COORDINATES (ANGSTROEM)
O 2.797 0.715 0.189
O 1.350 -1.792 -0.382
N -0.493 -0.057 0.038
N 0.701 -0.059 0.217
N 1.500 0.783 0.527
C -1.328 -1.149 0.308
C -1.158 1.242 -0.477
H -1.960 -0.635 1.038
H -1.885 -1.459 -0.606
H 3.142 1.393 0.710
H 2.170 -1.546 -0.744
H -1.178 1.112 -1.531
H -0.551 2.157 -0.161
H -2.163 1.394 0.002
H -0.943 -2.100 0.871

Taken from the Löwdin analysis, the atomic charges in e are: 0.149, 0.013, -0.169, 0.004, 0.101, -0.012, 0.084, 0.107, 0.130, 0.106, -0.004, 0.090, 0.121, 0.121, 0.158

No. 2
Molecular formula: C38H80BF10N5O4S2
Method: DFT, wB97M-V/def2-TZVPD

Properties
- HOMO energy: -0.4329 hartree
- Net charge: +2
- Energy: -105857.22283 eV

CARTESIAN COORDINATES (ANGSTROEM)
S -33.932 -3.983 -15.052
S -35.757 -2.748 -13.659
F -27.080 -0.472 -15.309
F -27.118 -2.198 -13.766
F -37.306 -1.750 -11.861
F -29.015 -1.617 -14.916
F -31.589 -2.700 -15.005
F -35.861 -3.128 -11.035
F -35.264 -1.131 -11.627
F -33.136 -1.793 -16.203
F -28.202 -0.240 -13.285
F -32.136 -3.610 -16.912
O -36.691 -3.809 -13.836
O -34.937 -3.971 -16.052
O -33.278 -5.224 -14.793
O -35.873 -1.552 -14.447
N -28.358 -0.475 -18.711
N -31.205 -1.903 -11.405
N -24.309 1.220 -11.754
N -28.336 3.719 -15.103
N -34.231 -3.248 -13.598
C -30.831 -1.358 -20.034
C -27.313 5.554 -13.775
C -28.302 6.565 -14.291
C -27.532 -1.639 -18.311
C -29.685 -0.540 -17.965
C -24.036 0.149 -14.068
C -36.055 -2.173 -11.935
C -32.460 -2.140 -10.609
C -23.583 0.207 -12.625
C -26.024 2.838 -15.760
C -27.240 3.692 -16.105
C -23.968 2.570 -12.247
C -24.953 2.907 -16.810
C -26.125 -0.318 -11.123
C -25.789 1.025 -11.697
C -30.700 -3.155 -12.079
C -30.601 0.904 -10.780
C -23.725 1.095 -10.373
C -32.317 -3.132 -9.510
C -29.511 -1.305 -20.814
C -30.112 -1.467 -10.473
C -23.492 -1.111 -14.734
C -31.426 -0.826 -12.438
C -31.646 0.555 -11.842
C -30.418 -0.174 -9.739
C -33.650 -3.349 -8.793
C -30.568 -1.592 -18.550
C -27.896 4.163 -13.745
C -28.516 -0.348 -20.211
C -27.675 0.771 -18.292
C -28.998 2.372 -15.040
C -24.241 -0.039 -9.471
C -32.597 -2.975 -15.841
C -25.727 -0.358 -9.655
C -26.031 -1.490 -18.572
C -25.328 -2.832 -18.554
C -28.922 6.126 -15.619
C -29.405 4.702 -15.564
B -27.853 -1.150 -14.300
H -23.008 2.825 -11.805
H -26.387 1.833 -15.517
H -26.906 4.716 -16.274
H -27.879 -2.521 -18.840
H -23.666 -0.954 -9.623
H -25.911 -1.361 -9.267
H -26.197 1.844 -11.100
H -34.435 -3.544 -9.519
H -31.333 -0.394 -20.160
H -24.114 1.983 -9.854
H -32.689 0.684 -11.544
H -31.549 -3.418 -12.711
H -29.753 4.352 -16.534
H -30.204 -2.607 -18.374
H -29.209 -1.403 -11.089
H -27.264 0.617 -17.286
H -29.102 6.562 -13.536
H -28.784 0.693 -20.400
H -24.433 3.849 -17.007
H -23.693 0.970 -14.708
H -31.821 -4.057 -9.796
H -33.175 -2.505 -11.353
H -27.225 3.414 -13.333
H -28.005 7.609 -14.355
H -31.648 -2.714 -8.745
H -33.611 -4.166 -8.078
H -22.521 0.436 -12.571
H -32.211 -1.299 -13.033
H -29.707 -1.078 -21.859
H -24.135 2.199 -16.689
H -30.984 1.824 -10.326
H -28.251 6.314 -16.460
H -25.649 3.194 -14.792
H -24.670 3.269 -11.784
H -28.810 4.178 -13.147
H -23.984 -2.020 -14.378
H -22.419 -1.209 -14.565
H -33.943 -2.445 -8.255
H -31.557 -1.582 -18.088
H -29.850 -2.816 -12.669
H -27.185 -0.541 -11.211
H -30.524 -0.780 -13.050
H -29.441 -0.685 -16.915
H -26.166 1.162 -12.711
H -28.375 1.564 -18.042
H -29.068 -2.306 -20.779
H -26.982 5.777 -12.752
H -25.656 -1.119 -11.697
H -27.520 -0.494 -20.628
H -24.085 0.310 -8.452
H -32.790 -1.163 -10.274
H -26.319 5.563 -14.244
H -29.658 1.154 -11.276
H -23.670 -1.129 -15.810
H -29.880 -2.283 -9.791
H -24.020 2.692 -13.320
H -30.184 4.657 -14.804
H -30.095 0.464 -18.109
H -28.249 1.730 -14.580
H -31.576 1.244 -12.689
H -31.323 -0.244 -9.138
H -25.430 2.739 -17.785
H -31.412 -2.172 -20.458
H -26.830 1.018 -18.921
H -29.567 -0.021 -9.075
H -25.585 -0.857 -17.803
H -29.828 2.419 -14.340
H -25.775 -1.049 -19.542
H -25.658 -3.509 -19.343
H -23.779 -0.754 -12.155
H -24.267 -2.690 -18.789
H -25.294 -3.337 -17.588
H -25.123 0.195 -14.179
H -27.549 -1.756 -17.231
H -29.284 2.173 -16.064
H -26.354 0.310 -9.057
H -29.768 6.793 -15.796
H -27.722 3.468 -17.061
H -30.392 -3.922 -11.384
H -22.644 1.200 -10.388

Atom charges from the Löwdin analysis, given in e for atoms 1 to 99: 0.572, 0.557, 0.058, 0.145, 0.161, 0.121, 0.101, 0.129, 0.104, 0.106, 0.092, 0.139, -0.258, -0.255, -0.280, -0.292, -0.240, -0.251, -0.268, -0.270, -0.295, -0.155, -0.173, -0.161, -0.114, -0.084, -0.227, -0.690, -0.140, -0.100, -0.225, -0.133, 0.018, -0.067, -0.158, -0.114, 0.062, -0.183, -0.107, -0.221, -0.153, -0.132, -0.067, -0.092, -0.143, -0.144, -0.061, -0.163, -0.112, -0.099, -0.028, 0.056, -0.137, -0.666, -0.167, -0.234, -0.089, -0.159, -0.096, -1.286, 0.118, 0.086, 0.129, 0.139, 0.123, 0.125, 0.145, 0.060, 0.126, 0.141, 0.122, 0.099, 0.143, 0.129, 0.117, 0.085, 0.130, 0.142, 0.094, 0.098, 0.117, 0.110, 0.116, 0.130, 0.108, 0.086, 0.151, 0.127, 0.130, 0.076, 0.120, 0.121, 0.090, 0.111, 0.147, 0.089, 0.089, 0.088, 0.111